Density functional theory data (wB97M-V/def2-TZVPD) for 2 unconnected molecules or ions with the total composition C11H20N2O6P2.

The geometry in XYZ format:
```
41
Properties=species:S:1:pos:R:3:forces:R:3:nbo_charge:R:1
C -4.547 -0.428 2.399 0.958 -1.659 -0.050 -1.0949
P -3.821 0.893 1.175 0.437 2.061 2.987 1.0606
O -2.180 1.137 1.739 -1.946 -1.006 0.951 -0.9832
N -3.874 0.197 -0.465 0.291 -1.398 -0.017 -1.1209
C -2.716 0.588 -1.357 2.101 0.106 -1.159 -0.3797
C -1.505 -0.556 -1.295 -0.536 0.198 0.535 -0.4651
C -0.524 -0.524 -2.626 -1.485 -0.286 -0.678 -0.2316
N 0.746 -1.333 -2.479 0.187 0.974 0.052 -0.6681
C 1.996 -0.481 -2.518 0.323 0.513 0.948 -0.2606
C 1.864 0.653 -1.323 0.331 1.987 0.809 -0.0629
C 1.834 2.238 -1.829 -0.562 -1.000 5.497 -0.2830
C 1.649 3.364 -0.625 0.031 -3.273 0.410 -0.2589
C 1.492 2.927 0.981 0.609 -3.459 -3.235 -0.2580
C 1.567 1.337 1.382 -0.007 1.094 -3.701 -0.2202
C 1.745 0.172 0.242 -0.001 3.326 -0.094 0.2981
O 1.757 -1.242 0.695 0.688 3.878 -1.830 -0.7383
H -5.689 -0.264 2.624 2.071 -0.186 -0.652 0.2193
H -4.335 -1.495 1.940 -0.737 1.996 1.201 0.2393
H -3.932 -0.395 3.419 -1.240 0.130 -2.128 0.2320
H -2.234 1.043 2.752 0.326 0.058 -1.785 0.4683
H -4.008 -0.843 -0.360 0.323 0.411 -0.734 0.3504
H -4.764 0.561 -0.919 -0.253 0.030 -0.226 0.2545
H -2.331 1.648 -0.996 -0.718 -2.309 -0.757 0.2346
H -3.113 0.705 -2.452 0.483 -0.323 2.053 0.2033
H -0.948 -0.373 -0.283 -0.739 -0.369 -2.050 0.2534
H -2.024 -1.627 -1.204 1.155 2.293 -0.349 0.2068
H -0.343 0.585 -3.028 -0.104 -2.380 1.232 0.2052
H -1.152 -1.053 -3.493 1.122 1.182 1.767 0.1816
H 0.720 -1.962 -1.641 0.154 1.174 -0.882 0.3957
H 2.104 0.024 -3.592 -0.441 -0.837 2.413 0.1893
H 2.993 -1.124 -2.386 -2.422 1.227 -0.031 0.2409
H 1.930 2.557 -2.974 -0.230 -0.912 2.865 0.2278
H 1.620 4.501 -0.968 0.026 -2.644 1.050 0.2076
H 1.329 3.706 1.839 0.404 -1.592 -2.035 0.2236
H 1.454 0.996 2.497 0.333 0.734 -2.446 0.2504
H 2.721 -1.514 0.757 -0.345 0.005 0.405 0.5561
O 4.707 -2.276 1.494 -0.561 0.127 -0.660 -1.1246
P 4.904 -2.924 2.874 0.307 -0.065 -0.375 2.4417
O 6.369 -3.361 3.031 0.109 0.281 0.153 -1.0220
O 3.986 -4.152 2.999 -0.400 0.114 0.141 -0.9893
O 4.551 -1.908 3.973 -0.043 -0.202 0.407 -0.9795
```
Forces are in eV/Å.

Computed properties:
F_max in eV/Å: 5.6
Charge: -2
Electronic energy in eV: -45558.7968
Frontier orbital gap in eV: 1.4
Spin multiplicity: 1
E_HOMO in eV: 1.4

Density functional theory data (wB97M-V/def2-TZVPD) for a molecular structure, C11H15AlCl2F5N2NaO5.

The geometry in XYZ format:
```
42
Properties=species:S:1:pos:R:3:forces:R:3:nbo_charge:R:1
C 2.524 0.133 1.767 -0.609 1.012 1.285 -0.7004
C 1.090 0.551 2.190 1.027 -0.451 -1.348 0.1048
Cl 1.000 1.689 3.594 -0.157 -1.029 -1.159 -0.0096
C -0.049 0.075 1.579 -0.815 2.302 1.458 -0.2720
Cl -0.005 -1.065 0.205 -0.369 1.187 1.401 0.0934
C -1.428 0.584 2.195 -1.394 0.238 0.277 -0.0030
C -1.903 2.035 2.280 1.867 -2.856 -0.780 0.0336
N -3.092 2.382 2.869 1.380 -2.000 -0.410 -0.4451
C -3.890 1.407 3.397 -0.656 -2.197 0.528 0.0755
C -3.590 -0.031 3.364 1.984 2.376 -1.158 -0.1757
C -2.315 -0.445 2.755 -1.715 1.909 0.088 -0.0122
C -1.972 -1.971 2.761 -0.406 -0.154 -0.824 0.7554
O -1.011 -2.363 3.332 -0.208 0.079 0.237 -0.4619
O -2.868 -2.788 2.094 0.951 2.270 0.194 -0.6490
H 2.740 -0.862 2.265 0.508 0.444 -1.002 0.3638
H 3.265 0.853 2.209 -0.742 -0.790 -0.385 0.2556
H 2.680 0.129 0.664 -0.333 -0.502 0.885 0.2663
H -1.217 2.860 1.832 -1.535 -1.248 1.507 0.2121
H -3.316 3.381 2.902 -0.291 -0.567 0.165 0.4613
H -4.850 1.702 3.885 1.088 0.073 -0.617 0.2569
H -4.305 -0.767 3.803 0.719 0.866 -0.471 0.2829
H -3.226 -2.202 1.383 -0.287 -0.723 0.166 0.5122
F -3.898 -0.449 -0.356 0.568 0.580 -0.593 -0.8054
Al -3.571 0.183 -1.966 -0.597 -0.570 -1.055 2.1750
F -3.379 1.935 -1.866 0.507 -1.145 0.651 -0.8013
F -4.881 -0.201 -3.031 1.110 0.415 1.074 -0.7729
F -2.093 -0.514 -2.564 -0.935 0.761 0.848 -0.7816
C 1.536 -2.818 -3.907 -0.053 -0.291 -0.008 -0.4874
N 2.215 -1.662 -3.265 0.069 -0.304 0.142 0.5306
O 3.152 -1.895 -2.533 -0.191 0.296 -0.205 -0.3313
O 1.774 -0.551 -3.524 0.107 -0.193 0.109 -0.4135
H 2.029 -3.732 -3.589 0.042 0.151 0.046 0.2349
H 0.496 -2.807 -3.586 0.024 0.124 -0.133 0.2426
H 1.617 -2.689 -4.984 -0.118 0.096 0.073 0.2376
C 4.758 1.797 -3.129 -0.184 -0.309 -0.128 -0.2438
O 3.852 1.330 -4.118 0.123 0.052 -0.038 -0.7383
H 5.187 2.740 -3.466 -0.061 -0.043 -0.047 0.1723
H 4.229 1.959 -2.185 0.192 0.045 0.122 0.1510
H 5.560 1.069 -2.983 0.084 0.138 0.192 0.1732
H 3.485 0.494 -3.797 -0.100 0.313 -0.073 0.4743
Na -0.888 2.143 -0.162 -0.060 -0.628 -1.184 0.9802
F 4.559 -1.618 1.687 -0.537 0.270 0.167 -0.9412
```
Forces are in eV/Å.

Computed properties:
F_max in eV/Å: 3.5
ΔE to the lowest compared entry with this formula, charge and spin in kcal per mole: 56.5
Electronic energy in eV: -74513.3596
Frontier orbital gap in eV: 2.8
Spin multiplicity: 1
E_HOMO in eV: -6.5